No. 1
C27H26N4O4 | ωB97M-V/def2-TZVPD

Summary:
Kohn-Sham gap = 0.2953 hartree
SMILES = Cc1c(NC(=O)[C@H](C)OC(=O)c2c3c(nc4ccccc24)CCC3)c(=O)n(-c2ccccc2)n1C
Relative energy (zero: lowest compared OMol25 entry of this formula, charge and spin) = 216.1 kJ/mol

Each line ends with the Löwdin charge.
CARTESIAN COORDINATES (ANGSTROEM)
C  -1.07317  -0.07121  2.29515  0.014
C  -2.03031  -0.33099  1.19229  -0.180
C  -1.84050  -1.04449  0.04476  -0.099
N  -0.69324  -1.71332  -0.39278  0.171
C  0.06065  -2.51454  0.38744  -0.405
O  -0.18801  -2.77566  1.54576  0.083
C  1.34605  -3.00336  -0.31327  -0.243
C  1.92705  -4.22191  0.37773  -0.013
H  2.89596  -4.47127  -0.04640  0.084
H  1.25056  -5.06246  0.25345  0.093
H  2.03683  -4.01412  1.43864  0.087
H  1.15337  -3.19018  -1.37718  0.156
O  2.29282  -1.92574  -0.19979  0.065
C  2.21129  -0.93373  -1.08517  -0.427
O  1.46076  -0.92615  -2.03065  0.128
C  3.14880  0.16891  -0.73073  0.001
C  4.50066  -0.01785  -0.65340  -0.094
C  5.32877  1.08609  -0.32163  -0.230
N  4.89806  2.28097  -0.05970  0.178
C  3.56126  2.49080  -0.10628  -0.208
C  3.08227  3.77881  0.20040  -0.016
C  1.74024  4.04305  0.18005  -0.079
C  0.82431  3.03420  -0.14852  -0.075
C  1.25791  1.77222  -0.45447  -0.022
C  2.63195  1.46676  -0.44547  -0.078
H  0.54753  1.00325  -0.71830  0.103
H  -0.23229  3.25781  -0.16172  0.104
H  1.37717  5.03229  0.41672  0.102
H  3.80749  4.53670  0.45137  0.111
C  6.76573  0.66579  -0.32412  -0.109
H  7.23034  1.00311  -1.25403  0.124
H  7.32167  1.10254  0.50340  0.117
C  6.68998  -0.86682  -0.26474  -0.165
H  6.70176  -1.19037  0.77714  0.114
H  7.52444  -1.34215  -0.77723  0.107
C  5.33588  -1.23424  -0.89573  -0.112
H  5.43800  -1.39660  -1.97284  0.131
H  4.89988  -2.13149  -0.45845  0.112
H  -0.50571  -1.65260  -1.38784  0.145
C  -3.05732  -1.00039  -0.74149  -0.373
O  -3.30259  -1.45972  -1.84063  0.063
N  -3.93688  -0.25650  0.04084  0.049
C  -5.14048  0.30305  -0.40413  -0.196
C  -5.46908  1.62335  -0.10505  -0.032
C  -6.66545  2.15121  -0.55354  -0.084
C  -7.53011  1.38015  -1.31196  -0.094
C  -7.19040  0.07463  -1.62693  -0.074
C  -6.00532  -0.47174  -1.17163  -0.003
H  -5.73005  -1.48316  -1.41932  0.114
H  -7.85650  -0.52702  -2.22660  0.105
H  -8.46133  1.79854  -1.66258  0.100
H  -6.91701  3.17450  -0.31684  0.103
H  -4.78262  2.23536  0.46068  0.111
N  -3.29341  0.20867  1.18583  -0.074
C  -4.06973  0.36609  2.39817  -0.017
H  -5.12575  0.40043  2.13919  0.088
H  -3.80271  1.30154  2.89168  0.093
H  -3.90249  -0.46516  3.08726  0.101
H  -1.50437  0.57286  3.05444  0.077
H  -0.17391  0.40066  1.89834  0.087
H  -0.76869  -1.01939  2.74042  0.081


No. 2
C16H18F3MnO3S | ωB97M-V/def2-TZVPD

Summary:
Kohn-Sham gap (spin up / spin down) = 0.2771 / 0.2878 hartree
Spin multiplicity = 2
Total charge = +1
Relative energy (zero: lowest compared OMol25 entry of this formula, charge and spin) = 0.0 kJ/mol

Each line ends with the Löwdin charge.
CARTESIAN COORDINATES (ANGSTROEM)
Mn  -0.30064  0.49798  0.28731  0.702
C  -3.20794  -2.25614  1.75809  0.021
C  -1.83512  -1.78261  1.43888  -0.385
C  -0.67251  -2.56552  1.93298  0.021
O  -1.70878  -0.74444  0.77753  -0.016
H  -3.26473  -3.34304  1.73002  0.103
H  -3.93903  -1.80235  1.09498  0.101
H  -3.42796  -1.94763  2.78521  0.118
H  -0.83211  -2.83202  2.97899  0.112
H  0.26546  -2.02917  1.80807  0.063
H  -0.62622  -3.50542  1.37613  0.117
O  -0.44596  1.94308  0.71302  -0.211
F  8.05259  -3.87457  0.40284  0.145
C  7.92326  -2.62754  0.87437  -0.590
F  8.34000  -2.63090  2.15108  0.152
F  8.77157  -1.84478  0.18595  0.151
C  6.50893  -2.12092  0.76513  -0.108
C  6.21983  -0.85536  1.26074  0.008
C  4.93407  -0.35839  1.17254  -0.004
C  3.92859  -1.12855  0.58186  -0.244
C  4.22916  -2.39766  0.08813  -0.017
C  5.51864  -2.89406  0.18105  0.004
C  2.59531  -0.61203  0.48608  -0.073
C  1.46471  -0.17512  0.40585  -0.078
H  7.00155  -0.26250  1.71708  0.133
H  4.69882  0.62402  1.55792  0.125
H  3.44905  -2.99589  -0.36379  0.115
H  5.75308  -3.87829  -0.19842  0.124
O  -0.62429  0.23254  -1.54541  -0.574
S  0.45716  0.77818  -2.54270  1.085
C  -0.56792  1.17165  -3.99041  -0.273
C  -0.37779  0.05321  -5.02257  -0.208
C  0.05535  -1.19801  -4.26030  -0.218
C  1.12180  -0.71746  -3.28660  -0.301
H  -0.29077  2.16223  -4.34472  0.099
H  -1.57804  1.21162  -3.58298  0.105
H  0.39512  0.33927  -5.73707  0.121
H  -1.29920  -0.10226  -5.58088  0.124
H  0.45330  -1.96505  -4.92288  0.125
H  -0.78383  -1.62749  -3.71099  0.120
H  2.03939  -0.41263  -3.79649  0.113
H  1.37831  -1.38563  -2.46575  0.094


No. 3
CH6O4P | ωB97M-V/def2-TZVPD

Summary:
Kohn-Sham gap = 0.4326 hartree
Total charge = +1
Relative energy (zero: lowest compared OMol25 entry of this formula, charge and spin) = 181.3 kJ/mol

Each line ends with the Löwdin charge.
CARTESIAN COORDINATES (ANGSTROEM)
C  1.88794  -0.02941  -0.19436  -0.014
O  -1.28052  -1.71895  0.04321  -0.189
O  -0.68645  0.37901  1.67383  0.029
O  -1.77583  1.06947  -0.60594  -0.010
O  0.62450  0.61786  -0.43634  -0.194
P  -0.71863  0.24092  0.15567  0.680
H  1.91426  -0.81506  -1.08927  0.159
H  1.94693  -0.40986  0.76867  0.066
H  2.72813  0.76240  -0.36071  0.146
H  -1.87315  -1.89260  -0.75867  0.081
H  -1.49005  0.32638  2.14450  0.113
H  -1.27712  1.46984  -1.34059  0.134


No. 4
C7H16O2 | ωB97M-V/def2-TZVPD

Summary:
Kohn-Sham gap = 0.3672 hartree
SMILES = CC(C)C=O.CC(C)O
Relative energy (zero: lowest compared OMol25 entry of this formula, charge and spin) = 251.1 kJ/mol

Each line ends with the Löwdin charge.
CARTESIAN COORDINATES (ANGSTROEM)
C  -0.31864  0.93690  1.19834  -0.487
C  1.18472  1.18972  1.22070  -0.057
C  -0.79119  0.38141  2.53227  -0.043
O  -0.99422  2.11276  0.81575  -0.041
H  -1.37504  2.53883  1.59297  0.092
H  -0.35755  0.26238  0.10671  0.133
H  1.50087  1.69383  0.30833  0.079
H  -1.87758  0.29453  2.55480  0.087
H  -0.34812  -0.59436  2.71581  0.078
H  1.69180  0.22812  1.27761  0.082
H  1.45922  1.82640  2.06340  0.083
H  -0.48991  1.03789  3.35108  0.090
C  -0.08713  -1.13746  -1.59458  -0.365
C  -0.66188  0.02775  -2.38914  -0.081
C  1.42776  -1.23928  -1.63689  -0.078
C  -0.66831  -1.34252  -0.03187  -0.300
O  -0.06585  -2.07247  0.72697  0.010
H  -0.49752  -2.05857  -2.02410  0.129
H  -1.76557  -1.22264  -0.05782  0.132
H  1.88407  -0.32336  -1.26356  0.069
H  -0.38516  -0.06279  -3.44056  0.080
H  -1.74756  0.05998  -2.30736  0.078
H  -0.25551  0.97154  -2.02733  0.074
H  1.77515  -1.42329  -2.65384  0.079
H  1.76316  -2.08530  -1.03769  0.077